Arrangement i

Molecular formula: C3H11NOS2
Method: DFT, ωB97M-V/def2-TZVPD

Summary:
HOMO energy = -7.87 eV
gap between HOMO and LUMO = 8.50 eV

```
! RIJCOSX wB97M-V def2-TZVPD def2/J DEFGRID3
* xyz 0 1
C -2.656 -2.118 1.333
S -1.018 -1.335 1.479
S -1.322 0.152 0.042
C 0.404 0.311 -0.619
C 1.001 1.691 -0.283
N 0.894 2.575 -1.447
H -2.572 -3.036 1.872
H -3.392 -1.435 1.728
H -2.890 -2.302 0.293
H 0.330 0.229 -1.700
H 0.924 -0.500 -0.116
H 2.076 1.541 -0.112
H 0.620 2.086 0.651
H 1.610 2.408 -2.127
H 0.668 3.534 -1.260
O 4.012 0.379 -1.599
H 4.948 0.180 -1.609
H 3.516 -0.328 -1.168
*
```

***

Arrangement ii

Molecular formula: C3H11NOS2
Method: DFT, ωB97M-V/def2-TZVPD

Summary:
HOMO energy = -8.23 eV
gap between HOMO and LUMO = 8.60 eV

```
! RIJCOSX wB97M-V def2-TZVPD def2/J DEFGRID3
* xyz 0 1
C -0.785 1.270 0.412
N -1.302 0.336 1.454
C -2.472 -0.405 0.989
C -2.030 -1.646 0.237
S -0.910 -2.898 0.840
S 0.840 -2.787 -0.307
H -0.417 0.755 -0.380
H 0.090 1.644 0.962
H -1.496 2.093 0.265
H -1.229 0.547 2.427
H -3.191 -0.617 1.807
H -3.131 0.380 0.481
H -1.439 -1.366 -0.695
H -3.055 -2.045 -0.007
H 1.024 -1.506 -0.671
O 6.776 1.929 -2.438
H 6.523 1.646 -3.334
H 6.205 2.668 -2.043
*
```

***

Result of the stability comparison: arrangement ii is the least stable of them.